(1)
Entry from OMol25: a structure of composition C22H49N2OP3STi in a non-equilibrium geometry (the ωB97M-V functional and the def2-TZVPD basis).

Geometry as XYZ:
```
79
Properties=species:S:1:pos:R:3:forces:R:3:mulliken_spin:R:1
Ti 0.2087 -0.0802 -0.1554 -2.4350 0.7794 0.8337 1.08
P -0.3229 -0.8459 2.3846 -0.0551 -0.5159 1.7699 -0.01
P 1.7037 1.8734 -0.4959 1.3258 2.0148 -0.2691 -0.02
P 2.4253 -1.4466 0.3558 1.2701 -0.8286 0.2751 -0.03
H -2.7619 0.3719 -2.4096 0.7560 -1.0989 0.6383 0.00
C -2.1827 -0.4956 -1.9855 1.0896 0.8543 -0.4222 0.00
C -2.6111 -1.2253 -0.9493 0.6255 0.5458 1.6633 0.02
H -3.4059 -0.8300 -0.2470 0.4861 -1.1324 -1.2691 0.00
C -2.0155 -0.5128 3.0269 -0.5748 0.3051 -0.4618 0.00
C 0.6738 -0.0327 3.7253 0.3275 0.3298 -0.3312 0.01
C -0.1747 -2.6261 2.9067 0.0487 -0.2111 -0.6317 0.00
C 2.0384 2.0462 -2.2967 -0.1350 -0.4311 -0.1308 0.01
C 0.9224 3.5029 -0.1181 -0.1559 -0.5338 -0.0773 -0.01
C 3.3193 2.1297 0.3570 -0.0686 -0.5996 0.0534 0.01
C 2.1360 -3.2544 0.2092 -0.2714 -0.0582 0.1441 0.00
C 3.2990 -1.2866 1.9676 -0.1464 0.3320 0.3106 -0.01
C 3.8595 -1.3207 -0.8076 0.2561 0.3852 -0.2439 0.00
H -1.1114 -0.6295 -2.3716 -2.5031 -0.2654 -0.1931 -0.01
H -2.0173 -2.0918 -0.5462 -0.5508 0.6925 -0.4957 0.00
H -2.7673 -0.6922 2.2451 0.1540 -0.0004 0.2423 0.00
H -2.1240 0.5293 3.3584 0.1551 -0.2174 -0.2253 0.00
H -2.2579 -1.1506 3.8908 0.3228 0.1169 -0.3452 0.00
H 0.2737 0.9645 3.9584 0.1830 -0.5699 -0.0993 0.00
H 1.7231 0.0823 3.4175 -0.4262 0.0245 0.2345 0.00
H 0.6482 -0.6383 4.6413 -0.1075 0.0324 -0.3091 0.00
H -0.6052 -3.2745 2.1242 0.1429 0.1452 0.3494 0.00
H -0.7443 -2.7950 3.8355 0.2682 0.2482 -0.3613 0.00
H 0.8687 -2.9310 3.0790 -0.3590 0.1602 -0.0991 0.00
H 2.4587 3.0355 -2.5294 -0.0968 -0.3072 0.2008 0.00
H 1.0875 1.9236 -2.8401 0.2852 0.1534 0.1046 0.00
H 2.7134 1.2518 -2.6491 -0.1544 0.3332 0.1414 0.00
H 1.4857 4.2965 -0.6097 0.0724 -0.1309 -0.0677 0.00
H 0.9348 3.6767 0.9532 0.0590 -0.0073 -0.0657 0.00
H -0.1035 3.5072 -0.4702 -0.1397 0.1111 -0.0477 0.00
H 3.6603 3.1660 0.2487 -0.1660 -0.2185 -0.1649 0.00
H 4.0908 1.4488 -0.0255 -0.1846 0.2110 0.0589 0.00
H 3.1897 1.9320 1.4283 0.0156 0.0906 -0.1698 0.00
H 3.1083 -3.7481 0.2941 -0.2004 -0.0440 0.2730 0.00
H 1.7245 -3.5321 -0.7664 0.1254 0.1733 0.0014 0.00
H 1.4251 -3.6046 0.9604 0.2737 -0.0759 0.0285 -0.01
H 4.2749 -1.7976 1.9031 -0.4471 0.1264 -0.0536 0.00
H 2.7192 -1.7092 2.7945 0.1745 -0.0672 -0.2482 0.00
H 3.4686 -0.2241 2.2117 0.0833 -0.4271 -0.2280 0.00
H 4.0863 -2.3504 -1.1447 0.0002 0.5798 0.2141 0.00
H 4.7425 -0.8893 -0.2839 -0.6474 -0.3563 -0.3132 0.00
H 3.6557 -0.7261 -1.7042 0.0161 -0.1072 0.2511 0.00
C 1.0352 -2.7498 -3.8002 -0.7293 -1.3388 -0.4856 0.00
C 1.8217 -2.8569 -5.0099 0.3693 1.2786 0.3482 0.00
C 1.5068 -3.8007 -6.0010 -0.7310 -0.5373 -0.2161 0.00
C 0.4106 -4.6735 -5.8548 0.6083 0.3758 1.0837 0.01
C -0.2186 -4.7169 -4.6143 -0.0167 0.1146 0.5996 0.00
C 0.0838 -3.7757 -3.5867 -0.6102 0.1116 -0.3178 0.00
S 0.9559 -1.2294 -2.6115 0.7291 -1.2538 0.4278 0.03
H 0.9417 -1.6372 -0.8709 0.3446 -0.3535 -2.8037 -0.02
H 2.6331 -2.1485 -5.2653 -0.5497 -0.4257 0.5027 0.00
H 2.0583 -3.9488 -6.9505 0.0130 0.8124 0.8880 0.00
H 0.0939 -5.3737 -6.6283 0.3053 0.2819 0.1119 0.00
H -0.9437 -5.5378 -4.4703 0.2692 0.8284 0.3023 0.00
H -0.5104 -3.7962 -2.6570 0.3653 -0.0448 -0.5878 0.00
C -0.6452 2.9095 2.7138 -0.0670 0.3529 0.2908 0.00
N -1.9314 3.0685 2.0511 0.5097 -1.8680 -1.4080 0.00
C -2.5812 4.3632 2.1907 0.1786 1.2179 0.5733 0.00
C -2.2612 2.1862 1.0392 -0.6455 0.6953 0.3352 -0.01
O -1.4104 1.3511 0.5022 0.0633 0.2878 0.1125 -0.07
N -3.5604 2.2824 0.6364 0.2361 -0.4349 -0.5693 0.00
C -4.6627 2.6577 1.5708 -0.4500 0.6251 -0.3609 0.00
C -4.0057 1.8937 -0.7267 -0.3980 -0.3354 -0.5017 0.00
H -0.7649 2.6610 3.7827 -0.0260 0.0777 -0.4209 0.00
H -0.1526 3.8869 2.6614 0.2138 -0.3390 0.1619 0.00
H -0.0452 2.1458 2.1966 -0.2819 0.3776 0.3338 0.02
H -2.9992 4.7427 1.2434 0.2111 -0.3719 0.4061 0.00
H -3.3465 4.4109 2.9849 0.2879 -0.2146 -0.4429 0.00
H -1.7883 5.0578 2.5217 -0.4158 -0.1455 -0.3016 0.00
H -5.5415 2.0220 1.3948 0.5224 -0.1699 -0.0496 0.00
H -4.3394 2.5308 2.6087 -0.1238 0.0732 -0.3434 0.00
H -5.0477 3.6994 1.3888 0.6462 -0.9079 0.2492 0.00
H -3.4304 2.3444 -1.5765 -0.1295 -0.2079 1.0979 0.00
H -4.0259 0.7888 -0.8668 -0.0708 1.0311 0.2479 0.00
H -5.0483 2.2454 -0.8678 0.6802 -0.1330 0.2718 0.00
```
Forces are in eV/Å.

* HOMO-LUMO gap (spin up / spin down): 5.939 / 5.927 eV
* net charge: +3
* 2S+1: 2

(2)
Entry from OMol25: a structure of composition C31H48N5O10PS2SbW (the ωB97M-V functional and the def2-TZVPD basis).

Geometry as XYZ:
```
99
Properties=species:S:1:pos:R:3:forces:R:3:lowdin_charge:R:1
W -0.4142 -0.5996 -0.0411 0.5796 0.2923 -0.2227 1.72
N 0.7915 4.7975 6.4571 0.0009 -0.0003 -0.0047 0.12
C 0.2014 3.8660 5.6446 -0.0014 -0.0057 0.0041 -0.31
C -0.0020 2.5539 6.0984 0.0028 0.0059 -0.0014 -0.02
C -0.5573 1.6067 5.2697 -0.0072 0.0025 -0.0032 -0.07
C -0.9186 1.9534 3.9694 0.0099 -0.0067 0.0119 -0.31
C -0.7451 3.2562 3.5091 0.0282 -0.0243 0.0003 -0.04
C -0.1821 4.2008 4.3384 -0.0004 0.0085 -0.0135 -0.01
S -1.7101 0.7820 2.9614 -0.0075 0.0196 -0.0166 0.66
O -2.1852 -0.2922 3.7817 -0.0113 -0.0029 -0.0020 -0.27
O -2.5812 1.4450 2.0429 -0.0072 -0.0162 0.0342 -0.28
N -0.5307 0.0736 1.9578 -0.1206 -0.0754 0.0895 -0.18
C 0.4345 -0.7244 2.5283 -0.1503 -0.1932 0.0041 -0.46
N 0.9199 -0.6605 3.7521 -0.0153 0.0038 -0.0027 0.18
C 1.9082 -1.5146 4.0064 0.0112 -0.0137 0.0174 -0.07
C 2.4354 -2.3949 3.0657 -0.0014 -0.0158 -0.0103 -0.02
C 1.8581 -2.3894 1.8122 -0.0974 -0.0671 0.0032 -0.06
N 0.8298 -1.5819 1.5812 0.1132 0.1451 0.0220 -0.01
H 0.8303 4.6124 7.4440 -0.0009 0.0003 0.0002 0.10
H 0.7082 5.7672 6.2072 -0.0009 0.0009 0.0011 0.10
H 0.2734 2.2911 7.1122 0.0000 0.0000 -0.0004 0.12
H -0.7263 0.5997 5.6210 0.0009 -0.0031 -0.0050 0.11
H -1.0616 3.5196 2.5116 -0.0161 0.0116 -0.0435 0.09
H -0.0487 5.2159 3.9855 0.0022 -0.0008 0.0012 0.12
H 2.3083 -1.4868 5.0134 0.0037 0.0031 -0.0002 0.12
H 3.2518 -3.0569 3.3087 -0.0013 -0.0033 -0.0027 0.11
H 2.1766 -3.0344 1.0028 0.0104 0.0079 -0.0024 0.14
C -4.0291 -4.8587 2.1446 0.0006 0.0036 0.0021 -0.02
C -2.6856 -4.1996 2.3956 0.0062 -0.0002 -0.0062 -0.59
C -2.5219 -3.7717 3.8405 -0.0036 0.0000 0.0003 -0.02
C -1.5273 -5.0651 1.9300 -0.0023 -0.0047 0.0006 -0.02
O -2.6571 -2.9169 1.6525 -0.0003 -0.0150 0.0103 -0.15
P -2.4708 -2.7312 0.1173 -0.0323 0.0277 0.0533 0.29
O -3.0658 -3.7152 -0.7806 -0.0131 -0.0199 0.0225 -0.21
O -0.9126 -2.4907 -0.1096 -0.0573 0.0454 0.0427 -0.46
O -2.8516 -1.1770 -0.0844 -0.1368 -0.0575 -0.0649 -0.29
C -4.2789 -0.6351 -0.1751 -0.0046 0.0051 0.0796 -0.53
C -4.8978 -0.7324 1.2046 0.0023 0.0101 -0.0141 0.00
C -5.0632 -1.4526 -1.1845 0.0258 -0.0111 0.0087 -0.02
C -4.1206 0.7921 -0.6516 -0.0044 0.0000 -0.0106 -0.02
H -4.0922 -5.7828 2.7202 -0.0008 0.0005 0.0011 0.10
H -4.1548 -5.0956 1.0889 0.0009 0.0002 -0.0018 0.08
H -4.8385 -4.2020 2.4652 0.0007 -0.0004 -0.0010 0.09
H -2.5624 -4.6476 4.4886 0.0007 0.0017 0.0014 0.10
H -3.3141 -3.0808 4.1259 -0.0008 0.0003 0.0000 0.09
H -1.5665 -3.2657 3.9856 0.0028 -0.0022 0.0011 0.08
H -1.4971 -5.9782 2.5246 0.0002 0.0003 0.0000 0.10
H -0.5804 -4.5383 2.0622 0.0023 -0.0010 0.0009 0.08
H -1.6403 -5.3478 0.8820 0.0003 0.0020 0.0016 0.09
H -5.0383 -1.7728 1.4976 0.0036 0.0091 0.0069 0.08
H -5.8786 -0.2558 1.1725 0.0014 0.0003 -0.0024 0.11
H -4.2908 -0.2255 1.9479 0.0062 0.0049 0.0219 0.07
H -5.1898 -2.4879 -0.8778 0.0018 -0.0113 0.0097 0.09
H -4.5909 -1.4340 -2.1635 0.0133 -0.0039 -0.0315 0.07
H -6.0492 -0.9955 -1.2747 0.0027 -0.0023 0.0026 0.11
H -3.5479 1.3891 0.0504 -0.0053 -0.0069 -0.0035 0.06
H -5.1162 1.2252 -0.7532 0.0020 0.0044 -0.0055 0.11
H -3.6409 0.8175 -1.6332 0.0030 -0.0049 0.0064 0.09
C -0.7122 0.5770 -4.2046 -0.0165 -0.0168 -0.0139 -0.26
Sb -0.7881 -1.0738 -2.8817 -0.0557 -0.0513 0.0165 1.44
C 0.8670 -2.2560 -3.4460 -0.0042 0.0161 -0.0103 -0.26
C -2.4159 -2.1914 -3.6464 0.0039 0.0163 0.0010 -0.26
H -1.0615 0.2413 -5.1802 -0.0017 -0.0032 0.0087 0.02
H 0.3199 0.9142 -4.2732 0.0145 0.0084 -0.0095 -0.01
H -1.3555 1.3785 -3.8462 0.0022 0.0009 0.0049 0.02
H 0.7649 -2.5459 -4.4905 0.0033 0.0102 0.0047 0.02
H 0.8983 -3.1476 -2.8222 0.0011 0.0045 0.0061 0.02
H 1.7622 -1.6531 -3.3090 0.0206 -0.0033 -0.0107 -0.01
H -2.0606 -2.6905 -4.5471 0.0012 -0.0002 -0.0027 0.02
H -3.2285 -1.5171 -3.9083 0.0029 0.0091 0.0012 0.01
H -2.7517 -2.9240 -2.9160 -0.0052 -0.0059 -0.0163 -0.01
C 8.0578 3.2290 -6.0765 -0.0009 -0.0006 -0.0016 -0.04
C 6.9460 2.7472 -5.1873 -0.0050 -0.0036 -0.0028 -0.26
C 6.9593 3.0061 -3.8178 -0.0006 -0.0036 0.0078 -0.03
C 5.9293 2.5750 -2.9989 -0.0015 -0.0007 -0.0062 -0.08
C 4.8656 1.8814 -3.5597 0.0164 -0.0131 -0.0001 -0.38
C 4.8343 1.5968 -4.9148 0.0017 0.0005 -0.0012 -0.07
C 5.8733 2.0368 -5.7199 0.0067 0.0085 -0.0005 -0.03
S 3.5509 1.2538 -2.5257 -0.0499 0.0311 -0.0282 0.96
O 2.5435 0.6884 -3.4644 -0.0352 -0.0268 0.0458 -0.52
O 1.1428 -0.3824 -0.6459 -0.0348 0.0700 -0.0113 -0.39
N 3.0891 2.7544 -1.9497 -0.0912 -0.0085 0.0663 -0.24
C 2.0216 2.7516 -0.9521 0.0851 -0.0050 -0.0138 -0.23
C 0.6294 2.5111 -1.5562 -0.0170 0.0009 -0.0267 -0.10
C -0.4107 2.3456 -0.4805 -0.0332 0.0262 -0.0804 -0.51
O -0.6938 3.1836 0.3163 0.0157 0.0111 -0.0054 0.15
O -1.0647 1.1316 -0.4914 0.0193 -0.0820 0.1014 -0.30
H 8.9054 3.5862 -5.4943 0.0016 -0.0003 0.0004 0.08
H 7.7153 4.0495 -6.7095 0.0006 0.0010 0.0001 0.09
H 8.4054 2.4323 -6.7344 -0.0006 0.0006 -0.0012 0.08
H 7.7902 3.5509 -3.3871 0.0012 0.0012 -0.0001 0.12
H 5.9489 2.7828 -1.9367 -0.0020 0.0014 -0.0013 0.11
H 4.0016 1.0395 -5.3224 -0.0003 -0.0013 0.0049 0.10
H 5.8526 1.8207 -6.7813 0.0013 -0.0005 -0.0009 0.12
H 2.9797 3.4478 -2.6839 0.0003 -0.0030 -0.0020 0.12
H 2.0391 3.7007 -0.4178 -0.0052 -0.0009 0.0121 0.13
H 2.2569 1.9671 -0.2292 0.0046 0.0085 -0.0162 0.11
H 0.6655 1.6465 -2.2101 0.0111 -0.0271 0.0055 0.05
H 0.3342 3.3815 -2.1476 0.0067 -0.0160 -0.0140 0.14
```
Forces are in eV/Å.

* HOMO-LUMO gap: 6.894 eV
* net charge: +1

(3)
Entry from OMol25: a cluster of 2 separate species, C15H24F3NO6P in total (the ωB97M-V functional and the def2-TZVPD basis).

Geometry as XYZ:
```
50
Properties=species:S:1:pos:R:3:forces:R:3:lowdin_charge:R:1
O 3.3106 -6.3882 2.5718 -0.1610 -0.2146 0.0138 0.22
C 3.7736 -5.4865 1.9644 0.2231 0.3807 0.1428 -0.38
O 5.0608 -5.4708 1.4804 -0.1763 0.0873 -0.1270 0.17
C 5.2884 -4.2575 0.8469 -0.3995 -0.0970 0.0772 -0.36
O 6.2979 -3.9960 0.2975 0.2447 0.1228 -0.0565 0.23
C 4.0375 -3.4424 0.9869 -0.1889 -0.2010 0.3472 0.04
C 3.9667 -2.0239 0.5077 -0.2189 -0.1515 0.0385 -0.57
F 4.3162 -1.8938 -0.7626 0.0456 -0.0649 -0.2303 0.19
F 4.7527 -1.2419 1.2413 0.2218 0.1735 0.1702 0.19
F 2.7055 -1.5353 0.6304 -0.0054 -0.0967 0.0593 0.12
C 3.1261 -4.1570 1.6525 0.1865 0.1491 -0.3980 -0.07
C 1.7168 -3.8848 2.0626 0.0968 -0.2581 0.1901 -0.12
P 0.4905 -3.9892 0.7003 -0.2060 -0.0305 -0.3335 0.45
O -0.4120 -5.1272 0.8655 0.1728 0.2212 0.0014 -0.24
O 1.2853 -3.9284 -0.6803 -0.0042 -0.2086 0.1377 -0.10
O -0.1930 -2.5255 0.6275 0.2628 -0.0920 0.4936 -0.14
H 1.3955 -4.6790 2.7494 0.1358 0.1610 -0.0711 0.11
H 1.6507 -2.9270 2.5874 -0.0026 -0.0667 -0.1726 0.11
H 1.2998 -4.8020 -1.1038 -0.0449 0.1845 -0.0020 0.11
H -0.3854 -2.2381 1.5330 -0.1728 -0.0157 -0.2402 0.07
C -2.8174 4.0485 -3.3340 -0.0233 0.0066 0.0307 -0.10
C -3.3985 4.3651 -1.9604 0.0094 -0.0158 -0.0328 -0.25
C -2.3696 4.3691 -0.8192 -0.0683 0.0288 0.0655 -0.18
C -1.3148 3.2724 -0.7865 0.0782 0.0182 -0.0172 -0.11
N -1.7367 1.9028 -0.2546 -0.0312 -0.0290 0.0363 -0.24
C -0.8281 0.8409 -0.8466 0.0842 0.0585 0.0487 -0.09
C 0.3835 0.8498 0.0588 -0.0162 0.0161 0.0235 -0.14
C -0.2620 0.9291 1.4445 0.0566 0.0405 -0.0591 -0.12
C -1.4858 1.8315 1.2532 -0.0677 -0.0060 0.0076 -0.07
C -3.1579 1.5711 -0.5570 0.0654 -0.0213 -0.0479 0.02
H -2.4108 3.0352 -3.3938 -0.0073 0.0020 -0.0130 0.06
H -3.5904 4.1222 -4.0972 0.0127 0.0225 -0.0102 0.08
H -2.0204 4.7447 -3.6014 0.0199 -0.0137 0.0052 0.09
H -4.2298 3.6921 -1.7487 0.0177 -0.0121 0.0007 0.09
H -3.8395 5.3626 -1.9854 -0.0109 -0.0013 0.0074 0.12
H -2.8730 4.4453 0.1494 0.0103 -0.0034 0.0121 0.12
H -1.7858 5.2891 -0.9072 0.0241 -0.0082 0.0087 0.13
H -0.5021 3.5933 -0.1392 0.0587 -0.0613 -0.0334 0.13
H -0.8867 3.1144 -1.7737 -0.1296 -0.0291 -0.0570 0.12
H -1.3516 -0.1130 -0.7840 0.0038 -0.0047 0.0343 0.14
H -0.6409 1.0799 -1.8897 -0.0271 -0.0319 -0.0159 0.14
H 1.0113 1.7212 -0.1343 0.0090 -0.0195 -0.0101 0.13
H 0.9897 -0.0407 -0.0792 -0.0114 -0.0228 0.0067 0.10
H 0.4125 1.3073 2.2092 -0.0313 0.0473 -0.0047 0.13
H -0.5920 -0.0606 1.7568 0.0000 -0.0070 -0.0012 0.10
H -1.3325 2.8443 1.6132 -0.0235 0.0149 0.0057 0.13
H -2.3802 1.4336 1.7247 -0.0004 0.0042 0.0027 0.13
H -3.2930 1.5349 -1.6349 -0.0223 0.0520 -0.0089 0.11
H -3.8108 2.3146 -0.1121 0.0101 -0.0011 -0.0074 0.10
H -3.3710 0.5942 -0.1298 0.0011 -0.0063 -0.0179 0.12
```
Forces are in eV/Å.

* HOMO-LUMO gap: 9.860 eV
* net charge: +1

How do the records compare in energy? In the order shown, they have -3323.06745, -3681.34372, -1733.01188 hartree.
How do the records compare in energy relative to the best compared isomer or geometry (same formula, charge and spin)? In the order shown, they have 364.14, 3.22, 0.00 kJ/mol.
How do the records compare in molar mass? In the order shown, they have 530.50, 1051.46, 402.33 g mol⁻¹.